Entry 1:
DFT (ωB97M-V/def2-TZVPD) results for a molecular structure, C28H22BrN8O3Zr.

As for the total charge: +1. The energy comes out at -118779.968 eV. For the energy above the lowest of the compared OMol25 structures with the same formula, charge and spin, the calculation gives 0.000 eV.

Cartesian coordinates (Å):
Zr (0.207, 0.239, -0.386)
O (-4.190, 1.249, -0.795)
C (-4.568, 0.153, -1.490)
C (-5.873, 0.152, -1.981)
C (-6.345, -0.923, -2.700)
C (-5.528, -2.027, -2.951)
C (-4.240, -2.031, -2.471)
C (-3.732, -0.950, -1.734)
C (-2.346, -1.009, -1.260)
O (-1.854, 0.037, -0.585)
N (-1.605, -2.042, -1.504)
N (-0.302, -1.834, -1.033)
C (0.484, -2.842, -1.217)
C (1.882, -2.913, -0.880)
C (2.552, -4.127, -1.088)
C (3.894, -4.252, -0.801)
C (4.590, -3.149, -0.310)
C (3.957, -1.936, -0.104)
C (2.602, -1.811, -0.383)
O (1.979, -0.638, -0.199)
H (-3.273, 1.113, -0.506)
H (-6.492, 1.015, -1.778)
H (-7.361, -0.907, -3.074)
H (-5.901, -2.868, -3.517)
H (-3.586, -2.872, -2.657)
H (0.037, -3.720, -1.681)
H (1.997, -4.971, -1.480)
H (4.402, -5.191, -0.962)
H (5.646, -3.238, -0.088)
H (4.496, -1.077, 0.271)
N (1.457, 3.516, -0.666)
C (1.054, 3.357, 0.590)
N (1.192, 4.404, 1.397)
C (0.822, 4.226, 2.657)
N (0.907, 5.252, 3.497)
N (0.357, 3.055, 3.168)
C (0.247, 2.086, 2.309)
N (0.544, 2.143, 0.986)
C (-0.241, 0.781, 2.830)
C (-0.581, 0.611, 4.159)
C (-1.026, -0.637, 4.570)
C (-1.117, -1.662, 3.642)
C (-0.760, -1.404, 2.331)
N (-0.325, -0.206, 1.935)
H (1.789, 4.430, -0.925)
H (1.284, 2.825, -1.385)
H (1.248, 6.139, 3.169)
H (0.635, 5.133, 4.457)
H (-0.497, 1.445, 4.839)
H (-1.301, -0.804, 5.602)
H (-1.463, -2.647, 3.921)
H (-0.829, -2.170, 1.569)
Br (0.537, 2.303, -6.973)
C (0.479, 1.861, -5.141)
C (-0.545, 2.367, -4.350)
C (-0.582, 2.033, -3.007)
C (0.387, 1.205, -2.414)
C (1.403, 0.722, -3.255)
C (1.454, 1.036, -4.607)
H (-1.303, 3.001, -4.788)
H (-1.404, 2.423, -2.414)
H (2.186, 0.082, -2.858)
H (2.242, 0.649, -5.238)

Forces on atoms 1 to 6 (eV/Å):
0.106 -0.121 0.357
0.042 -0.016 0.016
0.007 -0.028 -0.008
0.010 0.007 0.005
0.002 -0.014 -0.004
-0.012 0.004 -0.005

---

Entry 2:
DFT (ωB97M-V/def2-TZVPD) results for a molecular structure, C28H22Cl3N8O4SW.

As for the total charge: +3. The energy comes out at -99708.216 eV.

Cartesian coordinates (Å):
W (-0.111, 0.337, -0.477)
O (2.835, 0.255, -3.101)
C (2.361, -0.007, -2.041)
N (1.644, 0.895, -1.213)
C (1.943, 2.268, -1.338)
C (3.109, 2.818, -1.860)
C (3.287, 4.187, -1.782)
C (2.328, 4.996, -1.175)
C (1.163, 4.456, -0.660)
C (0.957, 3.084, -0.768)
N (-0.150, 2.339, -0.303)
C (-1.348, 3.043, -0.058)
O (-1.578, 4.155, -0.424)
C (-2.313, 2.266, 0.764)
C (-3.504, 2.859, 1.138)
C (-4.376, 2.154, 1.950)
C (-3.994, 0.884, 2.356)
C (-2.786, 0.372, 1.922)
N (-1.937, 1.035, 1.131)
C (2.507, -1.322, -1.360)
C (3.393, -2.272, -1.825)
C (3.579, -3.422, -1.071)
C (2.904, -3.525, 0.136)
C (2.020, -2.524, 0.506)
N (1.785, -1.444, -0.239)
H (3.863, 2.203, -2.326)
H (4.183, 4.631, -2.191)
H (2.491, 6.063, -1.109)
H (0.426, 5.101, -0.211)
H (-3.716, 3.860, 0.788)
H (-5.321, 2.579, 2.262)
H (-4.625, 0.290, 3.003)
H (-2.501, -0.619, 2.245)
H (3.922, -2.081, -2.749)
H (4.247, -4.205, -1.403)
H (3.063, -4.363, 0.801)
H (1.508, -2.590, 1.458)
C (-0.991, -2.880, 2.547)
C (-0.575, -1.666, 1.789)
N (-0.820, -1.510, 0.529)
N (-1.549, -2.459, -0.126)
C (-1.388, -2.647, -1.462)
N (-2.072, -3.601, -2.048)
S (-0.290, -1.684, -2.331)
C (0.215, -0.587, 2.400)
C (0.469, -0.512, 3.759)
C (1.281, 0.503, 4.250)
C (1.850, 1.393, 3.354)
C (1.535, 1.282, 2.011)
N (0.718, 0.337, 1.540)
H (-0.840, -3.779, 1.947)
H (-2.045, -2.845, 2.840)
H (-0.409, -2.992, 3.457)
H (-2.177, -3.048, 0.402)
H (-2.755, -4.177, -1.577)
H (-2.010, -3.707, -3.051)
H (0.032, -1.230, 4.438)
H (1.464, 0.588, 5.313)
H (2.520, 2.173, 3.687)
H (1.944, 1.980, 1.292)
Cl (-3.051, 2.661, -3.037)
C (-2.200, 1.162, -3.437)
Cl (-2.571, 0.595, -5.030)
Cl (-0.422, 1.440, -3.265)
C (-2.592, 0.148, -2.338)
O (-3.446, -0.666, -2.454)
O (-1.883, 0.302, -1.210)

Forces on atoms 1 to 6 (eV/Å):
0.246 -1.189 1.536
-0.184 0.206 0.022
0.588 -0.937 0.007
-1.013 0.902 -0.279
-0.291 0.167 0.122
0.278 -0.004 -0.085

---

Entry 3:
DFT (ωB97M-V/def2-TZVPD) results for a molecular structure, C28H22Cl4N4O4RuSi.

As for the total charge: -1. The energy comes out at -104096.288 eV. As for the multiplicity: 2.

Cartesian coordinates (Å):
Ru (-0.063, -0.183, -0.303)
Cl (5.738, 3.761, -1.957)
C (4.386, 2.689, -2.075)
C (3.457, 2.635, -1.065)
C (2.345, 1.774, -1.146)
N (1.389, 1.677, -0.206)
C (1.190, 2.573, 0.792)
O (1.684, 3.702, 0.872)
C (0.227, 2.090, 1.803)
C (-0.062, 2.872, 2.922)
C (-0.904, 2.386, 3.896)
C (-1.418, 1.089, 3.749)
C (-1.106, 0.382, 2.609)
N (-0.339, 0.874, 1.641)
C (2.219, 0.900, -2.286)
C (3.189, 0.992, -3.298)
C (4.239, 1.875, -3.204)
Cl (5.389, 1.958, -4.492)
N (1.168, 0.047, -2.288)
C (0.888, -0.827, -3.290)
O (1.517, -0.976, -4.342)
C (-0.308, -1.664, -3.023)
C (-0.582, -2.754, -3.856)
C (-1.679, -3.546, -3.604)
C (-2.504, -3.210, -2.524)
C (-2.175, -2.111, -1.757)
N (-1.108, -1.351, -1.988)
H (3.573, 3.263, -0.197)
H (0.400, 3.846, 2.983)
H (-1.162, 2.972, 4.765)
H (-2.053, 0.656, 4.505)
H (-1.481, -0.625, 2.449)
H (3.097, 0.357, -4.162)
H (0.090, -2.948, -4.680)
H (-1.894, -4.413, -4.212)
H (-3.375, -3.804, -2.289)
H (-2.802, -1.819, -0.924)
Cl (0.993, -4.636, 5.888)
C (1.043, -3.556, 4.534)
C (1.549, -2.268, 4.727)
C (1.623, -1.408, 3.655)
Cl (2.213, 0.201, 3.899)
C (1.214, -1.764, 2.327)
O (1.407, -1.013, 1.337)
C (0.573, -3.060, 2.230)
C (-0.127, -3.378, 1.044)
O (-0.389, -2.610, 0.103)
C (0.558, -3.954, 3.316)
H (1.861, -1.947, 5.707)
H (-0.521, -4.410, 0.986)
H (0.112, -4.930, 3.188)
C (-3.354, 0.968, 0.373)
Si (-1.862, 1.331, -0.846)
C (-2.683, 1.145, -2.599)
C (-1.523, 3.239, -0.700)
H (-4.305, 1.001, -0.149)
H (-3.386, 1.703, 1.169)
H (-3.271, -0.011, 0.840)
H (-3.518, 0.451, -2.565)
H (-1.979, 0.784, -3.340)
H (-3.061, 2.103, -2.941)
H (-2.306, 3.828, -1.165)
H (-0.581, 3.503, -1.172)
H (-1.451, 3.547, 0.337)

Forces on atoms 1 to 6 (eV/Å):
2.256 4.083 -1.630
0.156 0.230 0.191
0.030 -0.585 -0.892
-0.708 -0.213 0.323
1.413 -0.132 -2.084
-2.891 -1.464 2.249

---

Repeat the second record exactly.
DFT (ωB97M-V/def2-TZVPD) results for a molecular structure, C28H22Cl3N8O4SW.

As for the total charge: +3. The energy comes out at -99708.216 eV.

Cartesian coordinates (Å):
W (-0.111, 0.337, -0.477)
O (2.835, 0.255, -3.101)
C (2.361, -0.007, -2.041)
N (1.644, 0.895, -1.213)
C (1.943, 2.268, -1.338)
C (3.109, 2.818, -1.860)
C (3.287, 4.187, -1.782)
C (2.328, 4.996, -1.175)
C (1.163, 4.456, -0.660)
C (0.957, 3.084, -0.768)
N (-0.150, 2.339, -0.303)
C (-1.348, 3.043, -0.058)
O (-1.578, 4.155, -0.424)
C (-2.313, 2.266, 0.764)
C (-3.504, 2.859, 1.138)
C (-4.376, 2.154, 1.950)
C (-3.994, 0.884, 2.356)
C (-2.786, 0.372, 1.922)
N (-1.937, 1.035, 1.131)
C (2.507, -1.322, -1.360)
C (3.393, -2.272, -1.825)
C (3.579, -3.422, -1.071)
C (2.904, -3.525, 0.136)
C (2.020, -2.524, 0.506)
N (1.785, -1.444, -0.239)
H (3.863, 2.203, -2.326)
H (4.183, 4.631, -2.191)
H (2.491, 6.063, -1.109)
H (0.426, 5.101, -0.211)
H (-3.716, 3.860, 0.788)
H (-5.321, 2.579, 2.262)
H (-4.625, 0.290, 3.003)
H (-2.501, -0.619, 2.245)
H (3.922, -2.081, -2.749)
H (4.247, -4.205, -1.403)
H (3.063, -4.363, 0.801)
H (1.508, -2.590, 1.458)
C (-0.991, -2.880, 2.547)
C (-0.575, -1.666, 1.789)
N (-0.820, -1.510, 0.529)
N (-1.549, -2.459, -0.126)
C (-1.388, -2.647, -1.462)
N (-2.072, -3.601, -2.048)
S (-0.290, -1.684, -2.331)
C (0.215, -0.587, 2.400)
C (0.469, -0.512, 3.759)
C (1.281, 0.503, 4.250)
C (1.850, 1.393, 3.354)
C (1.535, 1.282, 2.011)
N (0.718, 0.337, 1.540)
H (-0.840, -3.779, 1.947)
H (-2.045, -2.845, 2.840)
H (-0.409, -2.992, 3.457)
H (-2.177, -3.048, 0.402)
H (-2.755, -4.177, -1.577)
H (-2.010, -3.707, -3.051)
H (0.032, -1.230, 4.438)
H (1.464, 0.588, 5.313)
H (2.520, 2.173, 3.687)
H (1.944, 1.980, 1.292)
Cl (-3.051, 2.661, -3.037)
C (-2.200, 1.162, -3.437)
Cl (-2.571, 0.595, -5.030)
Cl (-0.422, 1.440, -3.265)
C (-2.592, 0.148, -2.338)
O (-3.446, -0.666, -2.454)
O (-1.883, 0.302, -1.210)

Forces on atoms 1 to 6 (eV/Å):
0.246 -1.189 1.536
-0.184 0.206 0.022
0.588 -0.937 0.007
-1.013 0.902 -0.279
-0.291 0.167 0.122
0.278 -0.004 -0.085

---

> Which value of energy does entry 3 give?

-104096.288 eV